1:
Molecular formula: C6H12O2
Method: DFT, ωB97M-V/def2-TZVPD

Positions of all 20 atoms, in Å:
O  2.454  0.767  -1.903
C  1.482  1.437  -1.668
O  0.861  2.182  -2.594
C  0.743  1.449  -0.356
C  -0.497  0.551  -0.394
C  -0.157  -0.935  -0.224
C  -0.054  -1.400  1.221
C  -1.401  -1.406  1.964
H  1.322  2.138  -3.460
H  1.435  1.097  0.408
H  0.470  2.475  -0.125
H  -1.086  0.699  -1.304
H  -1.194  0.904  0.381
H  0.786  -1.122  -0.750
H  -0.918  -1.530  -0.742
H  0.380  -2.401  1.234
H  0.629  -0.760  1.771
H  -2.074  -0.673  1.530
H  -1.284  -1.095  3.006
H  -1.900  -2.377  2.005

Results
Frontier orbital gap = 11.11 eV
HOMO energy = -10.318 eV
Structure (SMILES) = CCCCCC(=O)O
Spin multiplicity = 1
M = 116.160 g mol⁻¹

=====

2:
Molecular formula: C6H12O2
Method: DFT, ωB97M-V/def2-TZVPD

Positions of all 20 atoms, in Å:
C  -1.513  -1.715  -0.312
C  0.354  -1.193  -1.947
C  -0.754  -0.668  -1.078
O  -1.067  0.510  -1.059
H  -0.841  -2.140  0.432
H  -1.841  -2.513  -0.975
H  -2.370  -1.277  0.193
H  0.767  -0.401  -2.566
H  1.137  -1.578  -1.295
H  -0.002  -2.007  -2.574
C  -0.352  1.186  1.949
C  1.509  1.722  0.311
C  0.758  0.668  1.077
O  1.077  -0.508  1.055
H  0.006  1.991  2.587
H  -0.768  0.387  2.557
H  -1.132  1.582  1.300
H  0.835  2.136  -0.438
H  2.373  1.292  -0.190
H  1.824  2.526  0.972

Results
Frontier orbital gap = 10.56 eV
HOMO energy = -9.640 eV
Structure (SMILES) = CC(C)=O.CC(C)=O
Spin multiplicity = 1
M = 116.160 g mol⁻¹

=====

Energy ordering: 1 at the bottom, the next structure 11.9 kcal/mol above.

=====

1:
Molecular formula: C3H10N2OP
Method: DFT, ωB97M-V/def2-TZVPD

Positions of all 17 atoms, in Å:
C  -2.266  0.144  -0.153
C  1.203  -0.194  1.503
C  1.678  0.446  -1.376
N  -1.081  0.731  -0.288
N  -2.469  -1.077  0.407
O  0.260  -2.056  -0.212
P  0.745  -0.704  -0.178
H  -3.151  0.716  -0.409
H  0.320  -0.482  2.069
H  1.832  -0.895  1.905
H  1.422  0.858  1.465
H  1.339  0.199  -2.421
H  1.197  1.430  -1.218
H  2.798  0.483  -1.315
H  -1.151  1.688  -0.756
H  -3.354  -1.619  0.304
H  -1.533  -1.570  0.574

Results
Frontier orbital gap = 10.66 eV
Total charge = +1
HOMO energy = -14.632 eV
Spin multiplicity = 1
M = 121.100 g mol⁻¹

=====

2:
Molecular formula: C3H10N2OP
Method: DFT, ωB97M-V/def2-TZVPD

Positions of all 17 atoms, in Å:
C  2.309  0.172  -0.064
C  3.509  0.856  -0.375
C  -2.020  -0.413  0.161
N  1.455  -0.637  0.024
N  -0.943  -1.184  0.823
O  -2.060  -0.888  -1.099
P  -1.221  1.394  0.074
H  4.475  0.441  0.059
H  3.689  0.805  -1.537
H  3.374  1.855  -0.147
H  -2.964  -0.516  0.729
H  -1.129  -2.197  0.632
H  -0.937  -1.007  1.889
H  0.284  -1.073  0.331
H  -1.911  -0.148  -1.634
H  -1.794  1.689  1.411
H  -2.320  1.928  -0.470

Results
Frontier orbital gap = 10.85 eV
Total charge = +1
HOMO energy = -14.042 eV
Spin multiplicity = 1
M = 121.100 g mol⁻¹

=====

3:
Molecular formula: C3H10N2OP
Method: DFT, ωB97M-V/def2-TZVPD

Positions of all 17 atoms, in Å:
C  -0.865  -0.159  0.944
C  -2.216  0.017  1.623
C  -0.577  0.862  -0.214
N  0.023  -1.011  1.172
N  -1.373  0.760  -1.218
O  0.457  1.603  -0.289
P  2.870  -1.150  -1.365
H  -2.029  0.903  2.282
H  -2.960  0.166  0.772
H  -2.495  -0.842  2.270
H  0.902  -0.933  0.864
H  -1.351  1.325  -2.059
H  -2.310  0.123  -1.113
H  3.647  -1.956  -2.133
H  1.096  1.631  0.418
H  3.641  -1.367  -0.206
H  3.539  0.027  -1.748

Results
Frontier orbital gap = 9.13 eV
Total charge = +1
HOMO energy = -13.296 eV
Spin multiplicity = 1
M = 121.100 g mol⁻¹

=====

Energy ordering: 1 at the bottom, the next structure 49.2 kcal/mol above.

=====

1:
Molecular formula: H14O7
Method: DFT, ωB97M-V/def2-TZVPD

Positions of all 21 atoms, in Å:
O  -1.787  -0.413  1.958
H  -1.540  -1.386  2.152
H  -1.299  0.036  2.585
O  2.139  -1.427  0.999
H  1.416  -0.991  0.467
H  2.164  -2.379  0.725
O  2.254  -0.138  -2.202
H  3.025  0.286  -1.720
H  2.532  -1.059  -2.307
O  -0.053  -0.020  -0.149
H  -0.440  -0.372  -0.933
H  -0.656  -0.237  0.646
O  -1.610  -1.258  -1.906
H  -1.228  -1.412  -2.789
H  -1.871  -2.087  -1.452
O  -2.997  2.270  1.238
H  -2.307  2.747  1.581
H  -2.655  1.452  1.445
O  1.542  2.390  0.056
H  1.052  1.645  -0.236
H  2.313  2.349  -0.158

Results
Frontier orbital gap = 10.74 eV
HOMO energy = -10.811 eV
Structure (SMILES) = O.O.O.O.O.O.O
Spin multiplicity = 1
M = 126.105 g mol⁻¹

=====

2:
Molecular formula: H14O7
Method: DFT, ωB97M-V/def2-TZVPD

Positions of all 21 atoms, in Å:
H  -0.945  0.915  -0.207
H  0.207  0.023  -0.015
H  0.859  -1.265  -1.287
H  1.844  -2.230  -1.911
H  -4.265  0.721  1.892
H  -5.358  -0.177  1.782
H  -0.924  4.159  -1.013
H  0.503  3.816  -1.282
H  -3.815  -1.656  -0.339
H  -3.264  -3.059  -0.959
H  2.979  0.892  0.793
H  3.008  2.412  1.290
H  4.728  -1.303  1.230
H  4.735  -2.631  0.629
O  -0.683  0.038  -0.412
O  1.728  -1.563  -1.252
O  -4.427  -0.221  1.748
O  -0.350  3.450  -1.451
O  -3.302  -2.101  -1.114
O  2.494  1.548  1.282
O  4.248  -1.768  0.597

Results
Frontier orbital gap = 11.11 eV
HOMO energy = -10.578 eV
Structure (SMILES) = O.O.O.O.O.O.O
Spin multiplicity = 1
M = 126.105 g mol⁻¹

=====

Energy ordering: 2 at the bottom, the next structure 11.0 kcal/mol above.

=====

1:
Molecular formula: H14O7
Method: DFT, ωB97M-V/def2-TZVPD

Positions of all 21 atoms, in Å:
O  4.781  -3.990  -24.449
H  4.145  -3.591  -25.058
H  5.208  -3.243  -24.017
O  3.569  -5.229  -30.121
H  3.421  -4.832  -29.255
H  4.503  -5.462  -30.122
O  4.111  -0.610  -29.467
H  3.197  -0.799  -29.225
H  4.416  0.030  -28.812
O  4.481  -3.191  -27.645
H  3.815  -2.505  -27.724
H  5.312  -2.752  -27.867
O  2.961  -5.575  -26.901
H  2.610  -5.390  -26.023
H  3.625  -4.883  -27.050
O  7.889  -1.319  -27.642
H  8.699  -0.802  -27.713
H  7.291  -0.775  -27.119
O  2.745  -1.405  -25.968
H  2.758  -0.939  -25.123
H  2.361  -0.768  -26.583

Results
Frontier orbital gap = 10.18 eV
HOMO energy = -10.621 eV
Structure (SMILES) = O.O.O.O.O.O.O
Spin multiplicity = 1
M = 126.105 g mol⁻¹

=====

2:
Molecular formula: H14O7
Method: DFT, ωB97M-V/def2-TZVPD

Positions of all 21 atoms, in Å:
H  1.361  1.293  -0.557
H  2.018  2.359  0.409
H  2.054  -2.386  1.208
H  2.849  -1.217  0.530
H  3.867  -0.436  -1.412
H  3.393  0.683  -0.501
H  0.780  -0.358  0.623
H  -0.454  0.640  0.494
H  -4.687  -0.350  -0.806
H  -3.186  -0.213  -0.799
H  -1.052  -0.699  -1.074
H  -1.736  -1.795  -0.171
H  -2.603  1.610  0.746
H  -2.846  0.314  1.433
O  2.054  2.020  -0.507
O  2.068  -1.387  1.095
O  3.970  -0.151  -0.492
O  0.200  0.181  -0.017
O  -4.038  0.241  -0.404
O  -1.852  -1.283  -1.056
O  -2.161  0.937  1.258

Results
Frontier orbital gap = 11.54 eV
HOMO energy = -11.159 eV
Structure (SMILES) = O.O.O.O.O.O.O
Spin multiplicity = 1
M = 126.105 g mol⁻¹

=====

3:
Molecular formula: H14O7
Method: DFT, ωB97M-V/def2-TZVPD

Positions of all 21 atoms, in Å:
O  -0.630  1.429  -1.048
H  -0.938  1.766  -0.206
H  -1.247  1.784  -1.688
O  2.272  0.522  1.243
H  2.073  0.444  2.176
H  1.478  0.219  0.802
O  0.382  0.436  -2.418
H  0.072  0.911  -1.647
H  0.047  -0.453  -2.302
O  -0.019  -1.455  -1.982
H  0.899  -1.537  -1.723
H  -0.508  -1.541  -1.163
O  -0.969  0.671  2.759
H  -0.162  0.564  2.256
H  -0.789  1.402  3.349
O  -0.690  -1.621  -0.107
H  -1.012  -2.516  -0.218
H  -0.768  -1.453  0.832
O  0.323  0.117  0.721
H  0.038  -0.599  0.154
H  0.148  0.909  0.213

Results
Frontier orbital gap = 7.92 eV
HOMO energy = -8.273 eV
Spin multiplicity = 1
M = 126.105 g mol⁻¹

=====

4:
Molecular formula: H14O7
Method: DFT, ωB97M-V/def2-TZVPD

Positions of all 21 atoms, in Å:
O  -1.824  -1.171  -1.146
O  -0.026  0.401  1.483
O  -0.407  -2.558  0.833
O  0.709  0.222  -1.679
H  -1.779  -1.916  -1.753
H  -0.949  -0.754  -1.180
H  -0.328  -0.493  1.660
H  -0.457  0.785  0.716
H  -0.038  -3.152  0.174
H  -1.256  -2.276  0.448
H  1.333  -0.493  -1.484
H  1.264  0.940  -1.334
O  -0.717  1.870  4.117
O  2.401  1.461  0.482
O  -0.876  0.060  -4.069
H  2.038  1.133  1.311
H  3.349  1.523  0.644
H  0.046  2.063  4.673
H  -0.343  1.658  3.253
H  -1.772  0.340  -3.853
H  -0.370  0.359  -3.295

Results
Frontier orbital gap = 11.25 eV
HOMO energy = -11.060 eV
Structure (SMILES) = O.O.O.O.O.O.O
Spin multiplicity = 1
M = 126.105 g mol⁻¹

=====

Energy ordering: 2 at the bottom, the next structure 5.6 kcal/mol above.